[1]
{"formula": "C43H22F15O2Si", "method": "wB97M-V/def2-TZVPD", "orbital_gap_ev": 5.08, "homo_ha": -0.3812, "charge": 1, "e_tot_ev": -97672.9570, "elements": ["Si", "F", "F", "F", "F", "F", "F", "F", "F", "F", "F", "F", "F", "F", "F", "F", "O", "O", "C", "C", "C", "C", "C", "C", "C", "C", "C", "C", "C", "C", "C", "C", "C", "C", "C", "C", "C", "C", "C", "C", "C", "C", "C", "C", "C", "C", "C", "C", "C", "C", "C", "C", "C", "C", "C", "C", "C", "C", "C", "C", "C", "H", "H", "H", "H", "H", "H", "H", "H", "H", "H", "H", "H", "H", "H", "H", "H", "H", "H", "H", "H", "H", "H"], "xyz": [[-1.930058, -2.456676, 1.125384], [-3.202384, -5.190617, 1.978837], [2.243670, -5.367568, 2.375206], [-3.476473, -0.598155, 3.045368], [-5.150053, -1.183428, 5.107686], [-5.011268, -5.752416, 3.891451], [0.520588, -3.291650, 2.737426], [-0.431162, -6.905568, -1.231234], [-5.090789, -2.500269, 0.550518], [-4.965840, -0.972060, -3.921408], [-2.151693, -4.865709, -0.852561], [-2.186512, -1.001278, -3.832972], [1.833062, -7.152709, 0.330546], [-0.950314, -2.017481, -1.672612], [-6.000820, -3.765841, 5.517606], [-6.366802, -1.750188, -1.685189], [-0.792749, -1.096302, 1.273956], [-0.426107, 0.213948, -0.551327], [1.912655, 3.088504, -2.315773], [-4.552586, -4.488845, 3.764373], [3.811385, 0.477800, 1.761864], [2.861503, 5.416821, 0.542502], [-0.674061, 1.586862, -0.986639], [2.348355, 1.903634, -2.950395], [2.590280, 2.543837, 0.033644], [2.729029, 4.895010, -0.769058], [2.471681, -1.169719, 0.586693], [-1.041287, -4.929999, -0.073079], [-2.922246, -1.328492, -2.747073], [0.961475, -6.148941, 0.534661], [-4.636872, -2.180781, 4.358243], [-4.334017, -2.062558, -0.490670], [2.219054, 1.207280, -0.042334], [-3.119677, -2.880989, 2.535698], [1.169235, -5.234622, 1.560595], [2.406643, 3.490756, -0.992514], [-0.171392, -6.003374, -0.267904], [-4.316673, -1.289979, -2.788179], [4.164933, -1.879927, 2.180480], [-5.072394, -3.486557, 4.581151], [3.188233, 6.758614, 0.765935], [0.951821, 3.884055, -2.987814], [3.235985, 7.136001, -1.627156], [0.452773, 3.507464, -4.233909], [-0.774568, 0.095121, 0.730837], [-1.630109, 2.083228, 0.085968], [0.878062, 2.313787, -4.830370], [-5.020235, -1.689288, -1.652845], [-3.715532, -1.906538, 3.340050], [0.281452, -4.170912, 1.725067], [-0.824319, -3.950157, 0.899778], [-1.085422, 1.348670, 1.254757], [2.784375, 0.193075, 0.823350], [-3.601357, -4.174394, 2.785412], [-2.935551, -2.055024, -0.380226], [2.978163, 5.784604, -1.840421], [-2.282787, -1.762303, -1.583362], [3.340854, 7.640867, -0.319716], [4.531907, -0.548381, 2.369397], [3.165940, -2.174770, 1.246467], [1.835646, 1.517277, -4.188206], [0.480512, 2.005275, -5.801281], [2.889789, -3.209410, 1.082436], [3.273294, 7.145709, 1.791226], [3.525733, 8.709428, -0.147241], [-0.304088, 4.125596, -4.721065], [4.057948, 1.514148, 1.999208], [0.250019, 2.177477, -0.940094], [-1.028004, 1.579257, -2.026886], [3.110356, 2.872302, 0.931160], [2.984854, 5.408741, -2.859209], [4.713078, -2.677669, 2.679527], [-1.364481, 1.458106, 2.298245], [5.349053, -0.301928, 3.041515], [-2.649485, 1.700123, -0.213381], [3.321954, 7.810934, -2.481695], [2.682380, 4.775664, 1.406778], [-1.660495, 3.176435, 0.095866], [2.169369, 0.568617, -4.631090], [1.821612, 0.826847, -0.994461], [3.095712, 1.268194, -2.466174], [1.676294, -1.432047, -0.118108], [0.579944, 4.795451, -2.511238]], "forces_ev_per_angstrom": [[0.882, 0.958, 0.095], [-0.180, 0.458, 0.545], [-0.769, 0.133, -0.573], [0.080, -0.778, 0.384], [0.368, -0.576, -0.583], [0.466, 0.909, -0.112], [-0.109, -0.611, -0.644], [0.212, 0.510, 0.553], [0.441, 0.532, -0.786], [0.556, -0.146, 0.973], [0.879, -0.061, 0.441], [-0.557, -0.274, 0.641], [-0.796, 0.785, 0.174], [-0.813, 0.194, 0.005], [0.981, 0.315, -0.933], [0.931, 0.095, 0.017], [-0.714, -2.504, 0.320], [0.044, -0.901, -2.012], [-0.195, -0.020, -0.613], [-0.099, -0.496, -0.161], [-0.054, -0.129, -0.069], [0.081, 0.370, 0.089], [-0.095, 0.042, 0.411], [-0.057, -0.050, 0.026], [-0.132, 0.124, -0.069], [0.417, 0.601, 0.382], [0.096, 0.161, -0.036], [-0.237, 0.008, -0.154], [0.428, -0.008, -0.074], [0.101, -0.241, -0.121], [-0.137, 0.530, 0.213], [-0.330, -0.088, 0.393], [1.780, -0.139, -0.580], [-0.410, 0.299, 0.791], [0.383, 0.169, 0.445], [0.062, -0.256, 0.024], [-0.254, -0.289, -0.434], [-0.041, -0.143, -0.246], [0.082, 0.221, -0.850], [-0.127, -0.057, 0.083], [-0.218, -0.007, -0.164], [0.130, -0.018, -0.066], [-0.100, 0.097, 0.382], [-0.033, -0.232, 0.235], [-0.686, 3.827, 1.500], [-0.601, 0.635, -1.489], [0.259, -0.017, 0.126], [-0.488, -0.153, 0.256], [-0.243, 0.492, -0.079], [0.103, 0.419, 0.273], [0.537, -0.492, -0.047], [-0.330, -2.778, 0.760], [0.062, -0.437, 0.247], [0.072, -0.427, -0.316], [-0.603, 0.018, -1.161], [-0.053, 0.064, -0.017], [0.465, -0.161, -0.328], [-0.145, -0.492, -0.103], [-0.442, 0.441, 0.306], [-0.287, -0.047, 0.412], [-0.151, -0.023, 0.084], [0.114, 0.144, 0.376], [0.079, 0.086, -0.088], [-0.051, -0.300, -0.545], [-0.037, -0.574, -0.088], [0.282, -0.188, 0.143], [0.086, -0.398, -0.131], [-0.339, -0.529, 0.064], [-0.021, -0.218, 0.410], [-0.263, -0.023, -0.259], [-0.072, 0.064, 0.163], [-0.216, 0.172, -0.081], [-0.224, 0.066, -0.305], [-0.166, -0.009, -0.071], [0.583, 0.557, 0.565], [0.149, -0.285, 0.285], [0.005, 0.241, -0.260], [0.024, -0.134, 0.222], [-0.148, 0.578, 0.140], [-0.510, 0.193, 0.973], [-0.112, 0.386, -0.298], [0.294, 0.160, 0.178], [0.130, -0.344, -0.160]], "mulliken_charge": [0.128, -0.312, -0.366, -0.265, -0.283, -0.276, -0.440, -0.290, -0.256, -0.277, -0.368, -0.336, -0.282, -0.462, -0.267, -0.287, -0.404, -0.349, -0.183, -0.010, -0.475, -0.426, 0.529, 0.123, 0.023, 0.306, -0.101, 0.678, 0.084, 0.690, -0.187, 0.391, 0.399, -0.345, 0.028, 0.877, 0.092, 0.619, -0.658, 0.709, -0.818, -0.091, -0.858, -0.944, 0.831, -0.478, -0.509, -0.027, 0.559, 0.231, 0.244, -1.589, 0.515, 0.371, 0.292, -0.143, 0.865, -0.343, -0.822, -0.727, -0.788, 0.435, 0.447, 0.377, 0.397, 0.412, 0.310, -0.606, 0.326, 0.251, 0.516, 0.475, 0.423, 0.402, 0.210, 0.393, 0.410, 0.478, 0.424, -0.058, 0.515, 0.314, 0.612]}

[2]
{"formula": "C43H27BrF4IrN2O9P2S", "method": "wB97M-V/def2-TZVPD", "orbital_gap_ev": 7.38, "homo_ha": -0.4120, "charge": 1, "relative_energy_kj_mol": 45.05, "e_tot_ev": -179589.7130, "elements": ["Ir", "Br", "S", "P", "P", "F", "F", "F", "F", "O", "O", "O", "O", "O", "O", "O", "O", "O", "N", "N", "C", "C", "C", "C", "C", "C", "C", "C", "C", "C", "C", "C", "C", "C", "C", "C", "C", "C", "C", "C", "C", "C", "C", "C", "C", "C", "C", "C", "C", "C", "C", "C", "C", "C", "C", "C", "C", "C", "C", "C", "C", "C", "C", "H", "H", "H", "H", "H", "H", "H", "H", "H", "H", "H", "H", "H", "H", "H", "H", "H", "H", "H", "H", "H", "H", "H", "H", "H", "H", "H"], "xyz": [[0.585771, -0.080128, 0.496402], [1.497756, -2.936214, -0.916746], [0.973599, 2.580781, 1.200552], [-1.501043, 1.225670, -0.104852], [3.013289, -0.162452, 0.222773], [7.206773, -3.135294, 0.740499], [3.327960, -5.265537, -0.749839], [5.951844, -0.818375, 0.842589], [5.913692, -5.379549, -0.034849], [2.003264, 3.432655, 1.667841], [-4.585762, -3.491600, -3.158758], [-5.345881, -5.509196, 2.622474], [0.692679, 1.343765, 2.016799], [-5.771228, -4.990598, -2.154305], [-0.912525, -1.210324, -0.817928], [1.162069, 1.967531, -0.164309], [-0.625044, -1.582716, 1.283022], [-3.799812, -4.433258, 3.677701], [-4.398898, -4.756810, 2.673106], [-4.903813, -4.147296, -2.187152], [-4.168253, -3.882748, -0.928330], [-3.051801, 0.456671, 0.413972], [5.266979, -4.229289, 0.020405], [-0.564919, 4.713982, 1.832278], [-4.073944, 0.166995, -0.483205], [3.265874, -2.949289, -0.292930], [-1.284992, -1.815183, 0.221147], [4.182500, 0.382811, 4.033250], [-3.205936, 0.165280, 1.770875], [3.935203, -4.156675, -0.342872], [-4.613963, -4.473520, 0.236978], [3.774750, 0.593969, 1.673418], [5.237967, -1.884265, 0.474159], [-1.833319, 2.311254, -4.580125], [2.615044, 0.590230, -2.393590], [-1.607941, 1.614788, -1.881285], [-3.082790, -3.035674, -0.965763], [4.825713, 1.048539, -1.537190], [-1.650423, 2.830101, 0.735969], [3.888429, -1.780463, 0.148260], [2.982406, 1.105994, -3.625696], [-2.032224, 2.892974, -2.257043], [4.888684, 1.581294, 4.009686], [-0.516689, 3.472048, 1.219759], [5.922977, -3.083668, 0.419789], [-2.152043, 3.232243, -3.596192], [3.533051, 0.563501, -1.343861], [-2.839038, -3.326153, 1.417767], [-2.419979, -2.758074, 0.222168], [-2.878323, 3.458052, 0.899059], [-5.253309, -0.407880, -0.023970], [-5.401290, -0.706515, 1.322742], [-4.378398, -0.417596, 2.222173], [-2.946995, 4.702815, 1.515379], [3.621584, -0.108168, 2.868826], [4.455288, 1.803177, 1.656618], [5.183538, 1.568943, -2.771818], [5.022813, 2.288527, 2.826945], [4.264961, 1.602009, -3.811834], [-1.798133, 5.333871, 1.968968], [-1.390922, 1.046806, -4.220315], [-3.928349, -4.170839, 1.394274], [-1.268090, 0.697218, -2.883556], [-3.956686, 0.395690, -1.536447], [-6.317484, -1.161482, 1.677863], [-6.057674, -0.613904, -0.718964], [1.608550, 0.217234, -2.245304], [-3.782455, 2.983192, 0.540581], [-2.493273, 4.222925, -3.866848], [-2.406986, 0.392866, 2.469452], [0.347273, 5.170645, 2.190608], [-2.763896, -2.595925, -1.899785], [-1.919755, 2.581156, -5.624851], [6.186591, 1.946553, -2.920582], [-4.499981, -0.643196, 3.274183], [5.330733, 1.963835, 4.920611], [5.564870, 3.225020, 2.811028], [4.540788, 2.373073, 0.741630], [-1.861765, 6.306099, 2.438930], [4.552557, 2.012104, -4.771414], [3.061646, -1.038037, 2.887061], [5.556498, 1.010564, -0.740811], [4.068401, -0.163754, 4.959711], [-1.137843, 0.322107, -4.983686], [-2.275888, 3.634891, -1.510940], [-5.464558, -5.138956, 0.245651], [-0.914260, -0.285441, -2.630551], [-3.909916, 5.180182, 1.642204], [-2.332063, -3.110685, 2.347353], [2.266145, 1.124096, -4.436985]], "forces_ev_per_angstrom": [[-2.418, 4.222, -0.931], [0.039, -0.350, -0.296], [0.450, 0.065, 0.072], [-0.235, -0.874, 0.425], [-0.129, -1.680, 0.644], [0.031, 0.011, 0.022], [-0.005, 0.013, -0.010], [0.017, 0.024, -0.031], [0.013, -0.043, 0.001], [0.125, 0.053, -0.014], [-0.011, -0.050, 0.097], [0.071, 0.078, -0.011], [0.637, -0.706, 0.375], [0.063, 0.089, 0.011], [0.606, -0.629, -0.482], [0.146, -0.503, -0.008], [0.640, 0.091, 0.155], [-0.067, -0.012, -0.087], [0.038, -0.022, 0.015], [0.005, -0.040, -0.032], [-0.079, -0.040, -0.109], [-0.094, 0.011, -0.148], [0.052, -0.084, -0.014], [0.033, -0.038, -0.064], [-0.050, 0.008, -0.011], [-0.035, 0.036, 0.043], [0.326, -0.499, 0.260], [-0.003, 0.026, -0.011], [-0.011, 0.020, -0.005], [-0.066, -0.023, -0.028], [-0.076, -0.066, -0.032], [-0.044, 0.278, -0.137], [-0.082, 0.054, 0.036], [0.004, -0.008, -0.043], [0.050, 0.040, 0.026], [0.205, 0.151, -0.027], [0.083, 0.096, -0.021], [0.034, -0.053, -0.057], [0.064, 0.042, -0.030], [0.132, -0.030, -0.012], [0.009, -0.036, 0.010], [-0.033, -0.065, -0.016], [0.020, -0.039, 0.025], [-0.191, 0.070, 0.028], [0.083, -0.020, 0.040], [0.000, 0.037, 0.018], [-0.262, 0.306, 0.000], [0.070, 0.027, 0.036], [-0.002, 0.028, 0.063], [-0.027, 0.070, 0.055], [0.026, -0.023, -0.013], [0.035, -0.008, 0.036], [-0.027, 0.009, -0.020], [-0.011, -0.034, -0.013], [-0.033, -0.010, 0.030], [0.054, -0.016, -0.001], [0.024, -0.020, 0.016], [-0.035, 0.032, -0.035], [0.003, -0.005, -0.014], [-0.014, 0.036, -0.001], [0.032, 0.008, 0.055], [-0.024, -0.042, 0.147], [-0.042, 0.143, 0.016], [-0.002, -0.006, 0.019], [0.002, 0.023, 0.000], [0.025, -0.023, 0.000], [0.000, 0.009, -0.022], [-0.008, -0.012, 0.027], [0.020, -0.008, 0.011], [-0.016, -0.015, -0.003], [-0.027, -0.011, 0.026], [-0.037, 0.019, -0.005], [-0.020, -0.018, 0.019], [-0.012, 0.000, -0.001], [0.011, -0.010, -0.019], [-0.005, -0.010, -0.013], [-0.027, -0.008, 0.002], [0.002, 0.013, 0.018], [0.001, -0.020, 0.003], [-0.006, -0.008, 0.017], [0.015, 0.008, 0.010], [-0.013, 0.003, -0.011], [-0.002, -0.001, -0.004], [0.009, 0.009, 0.018], [0.005, 0.007, -0.037], [-0.006, 0.005, -0.012], [-0.024, -0.052, -0.029], [0.015, 0.002, -0.021], [-0.018, -0.004, 0.003], [0.004, 0.006, 0.014]], "mulliken_charge": [3.464, -0.105, 1.318, 1.210, -0.676, -0.279, -0.312, -0.409, -0.272, -0.590, -0.612, -0.613, -0.795, -0.615, -0.290, -0.752, -0.849, -0.614, 1.090, 1.087, -0.425, 0.309, 0.598, -0.389, -0.130, 0.286, 0.444, -0.923, -0.518, 0.185, -0.461, 0.785, 0.006, -0.734, 0.054, 0.855, -0.308, -0.554, -1.264, 0.270, -0.698, -0.755, -0.535, 0.397, 0.339, -0.767, 1.319, -0.344, 0.166, -0.171, -0.894, -0.499, -0.961, -0.672, -0.704, -0.456, -0.927, -1.041, -0.675, -0.822, -1.004, -0.560, -0.713, 0.512, 0.478, 0.506, -0.052, 0.600, 0.477, 0.467, 0.632, 0.759, 0.424, 0.440, 0.489, 0.423, 0.463, 0.627, 0.427, 0.404, 0.442, 0.492, 0.468, 0.549, 0.386, 0.671, 0.633, 0.455, 0.820, 0.519]}